46
Properties=species:S:1:pos:R:3 method="wB97M-V/def2-TZVPD" spin_multiplicity=1 e_lumo_ev=0.1 homo_lumo_gap_ev=9.232 smiles=NC[C@H](N)CO.O.O.O.O.O.O.O.O.O.O relative_energy_kcal_mol=45.8
N 0.308 0.910 -0.566
C -0.600 -0.118 -0.042
C -0.832 -1.185 -1.111
N -2.236 -1.550 -1.262
C 0.164 -2.359 -1.112
O 0.721 -2.585 -2.402
H -0.178 1.793 -0.608
H 1.137 1.003 0.007
H -0.205 -0.544 0.879
H -1.540 0.309 0.240
H -0.558 -0.647 -2.027
H -2.702 -1.759 -0.388
H -2.376 -2.348 -1.868
H -0.275 -3.294 -0.789
H 1.026 -2.090 -0.504
H 0.091 -2.707 -3.117
O -3.502 1.609 -1.057
H -3.222 1.090 -0.301
H -3.275 1.113 -1.849
O 1.359 0.993 2.412
H 2.240 1.405 2.290
H 0.951 1.650 2.991
O 4.192 1.398 -1.672
H 4.025 0.536 -2.072
H 3.835 2.021 -2.310
O -0.706 3.697 1.942
H -1.445 3.687 1.313
H -0.047 3.158 1.491
O 3.842 1.211 1.205
H 4.166 0.314 1.100
H 3.938 1.619 0.331
O 2.262 -0.045 -2.812
H 1.331 -0.033 -2.558
H 2.345 -0.777 -3.432
O 0.368 -3.938 1.336
H 0.807 -4.662 1.793
H 0.536 -3.147 1.883
O -2.983 -0.702 1.759
H -3.576 -0.947 2.473
H -2.607 0.162 1.945
O -0.030 -1.951 3.244
H 0.083 -1.126 2.747
H -0.953 -1.964 3.512
O -1.760 3.662 -0.674
H -1.430 3.299 -1.500
H -2.688 3.837 -0.861

---

83
Properties=species:S:1:pos:R:3 method="wB97M-V/def2-TZVPD" spin_multiplicity=1 e_lumo_ev=-5.2 homo_lumo_gap_ev=5.835 charge=+1
C 5.381 -1.974 0.021
C 4.137 -1.242 -0.701
O 3.469 -2.100 -1.643
C 2.243 -1.476 -2.132
C 1.041 -2.554 -2.103
C -0.407 -1.869 -2.324
C -1.280 -2.211 -0.996
C -2.712 -1.520 -1.152
C -3.718 -1.698 0.093
S -2.872 -2.806 1.378
N -4.993 -2.502 -0.140
C -5.253 -3.482 -1.236
C -5.772 -4.914 -0.742
C -7.141 -5.372 -1.422
F -7.608 -6.492 -0.719
F -8.112 -4.368 -1.489
F -6.924 -5.790 -2.762
C -5.851 -2.179 0.811
S -7.552 -2.763 1.198
C -5.263 -1.044 1.804
C -4.315 -0.334 0.731
B -3.258 0.679 1.473
O -3.796 1.891 2.034
O -1.861 0.444 1.635
S -5.052 0.714 -0.603
O -4.006 1.750 -0.961
O -5.389 -0.037 -1.866
C -6.593 1.642 -0.104
F -6.419 2.966 -0.581
F -6.787 1.762 1.280
C -7.927 1.117 -0.856
F -8.106 -0.266 -0.743
F -7.912 1.435 -2.223
F -9.087 1.723 -0.343
H 5.630 -1.509 1.034
H 6.338 -1.917 -0.596
H 5.099 -3.069 0.231
H 4.564 -0.290 -1.186
H 3.443 -0.919 0.159
H 1.999 -0.516 -1.575
H 2.430 -1.214 -3.223
H 1.281 -3.342 -2.895
H 1.132 -3.083 -1.094
H -0.288 -0.753 -2.496
H -0.894 -2.413 -3.194
H -1.320 -3.359 -0.972
H -0.654 -1.790 -0.128
H -3.150 -1.873 -2.152
H -2.529 -0.396 -1.278
H -2.761 -4.076 0.790
H -4.365 -3.634 -1.934
H -6.071 -3.007 -1.891
H -4.983 -5.681 -1.042
H -5.830 -4.976 0.403
H -7.409 -3.755 2.167
H -6.227 -0.528 2.138
H -4.826 -1.376 2.805
H -3.034 2.347 2.454
H -1.485 -0.008 0.850
C 8.836 5.469 -1.589
C 8.886 4.126 -1.955
C 8.219 3.172 -1.197
C 7.507 3.557 -0.060
C 7.477 4.899 0.320
C 8.134 5.856 -0.454
C 6.767 5.315 1.551
O 6.737 6.487 1.882
C 6.101 4.283 2.378
C 5.478 4.651 3.571
C 4.839 3.691 4.347
C 4.812 2.362 3.931
C 5.437 1.990 2.747
C 6.092 2.948 1.973
C 6.785 2.536 0.731
O 6.765 1.371 0.369
H 9.350 6.214 -2.187
H 9.445 3.823 -2.834
H 8.257 2.128 -1.489
H 8.103 6.903 -0.170
H 5.492 5.685 3.899
H 4.359 3.979 5.277
H 4.308 1.614 4.534
H 5.418 0.952 2.431